Entry 1:
Entry from the Open Molecules 2025 dataset: 3 unconnected molecules or ions with the total composition C33H64ClNO11SSi at a distorted geometry (ωB97M-V/def2-TZVPD).

Computed properties:
HOMO energy, hartree: -0.3258
SMILES: CCOCCOCCOC[C@]1(CCCCCOC)CO[C@@](S)(N(C)C(C)=O)[C@@]1(CC(=O)Cl)[Si](C)(C)C.CCOC(C)=O.CCOC(C)=O
Kohn-Sham gap, eV: 9.46
Lowest unoccupied orbital energy, eV: 0.595
Total charge: 0

Geometry as XYZ:
```
112
C33H64ClNO11SSi, DFT ωB97M-V/def2-TZVPD
C 6.735 2.368 2.000
C 6.501 2.593 0.513
O 5.213 3.141 0.283
C 5.216 4.183 -0.660
C 3.805 4.559 -1.001
O 3.308 3.796 -2.085
C 2.160 4.393 -2.664
C 0.857 4.121 -1.909
O 0.077 3.208 -2.648
C -1.315 3.216 -2.361
C -1.879 2.151 -1.361
C -0.776 1.134 -1.034
C -0.216 0.299 -2.176
C 0.898 -0.631 -1.623
C 2.235 -0.518 -2.349
C 3.279 0.135 -1.476
O 3.552 -0.711 -0.357
C 3.446 -0.032 0.878
C -3.062 1.425 -2.060
O -4.137 1.289 -1.124
C -3.709 1.615 0.184
S -5.239 2.298 0.967
N -3.299 0.369 0.881
C -3.570 -0.854 0.097
C -3.818 0.230 2.209
C -4.934 -0.751 2.486
O -3.315 0.860 3.141
C -2.615 2.694 -0.099
C -3.272 4.086 -0.303
C -4.175 4.300 -1.501
O -3.871 4.208 -2.663
Cl -5.831 4.927 -1.120
Si -1.531 3.053 1.488
C -0.509 1.614 2.153
C -0.309 4.472 1.204
C -2.652 3.648 2.897
H 5.822 2.474 2.572
H 7.463 3.057 2.410
H 7.117 1.369 2.180
H 6.600 1.647 -0.015
H 7.254 3.280 0.140
H 5.781 3.916 -1.550
H 5.668 5.056 -0.183
H 3.716 5.631 -1.174
H 3.210 4.342 -0.108
H 2.083 3.967 -3.656
H 2.346 5.464 -2.735
H 1.136 3.672 -0.957
H 0.341 5.068 -1.753
H -1.589 4.232 -2.103
H -1.785 3.008 -3.313
H 0.070 1.701 -0.646
H -1.053 0.475 -0.226
H 0.249 0.909 -2.939
H -0.945 -0.337 -2.665
H 1.016 -0.466 -0.560
H 0.550 -1.652 -1.702
H 2.601 -1.505 -2.614
H 2.149 0.059 -3.266
H 2.906 1.100 -1.142
H 4.205 0.290 -2.023
H 2.438 0.343 1.052
H 4.153 0.783 0.911
H 3.680 -0.749 1.656
H -2.838 0.411 -2.379
H -3.427 1.917 -2.953
H -6.108 1.604 0.228
H -4.605 -0.964 -0.210
H -3.224 -1.697 0.673
H -2.971 -0.873 -0.800
H -4.524 -1.755 2.506
H -5.719 -0.698 1.744
H -5.339 -0.522 3.459
H -2.460 4.790 -0.464
H -3.791 4.438 0.575
H -0.857 0.625 1.899
H -0.478 1.709 3.234
H 0.520 1.730 1.815
H -0.367 5.186 2.018
H -0.451 5.029 0.284
H 0.709 4.095 1.194
H -3.712 3.572 2.688
H -2.402 3.120 3.805
H -2.452 4.702 3.080
C -0.628 -4.283 4.179
C -1.186 -5.092 3.025
O -1.685 -4.256 1.972
C -0.893 -3.784 1.000
C 0.601 -3.952 1.101
O -1.403 -3.185 0.089
H 0.227 -3.680 3.872
H -0.309 -4.946 4.983
H -1.384 -3.600 4.569
H -0.477 -5.807 2.629
H -2.050 -5.662 3.363
H 1.017 -3.047 1.537
H 1.002 -4.072 0.099
H 0.911 -4.813 1.687
C 0.448 -7.085 -2.989
C 1.215 -7.682 -1.827
O 0.707 -7.236 -0.567
C -0.333 -7.812 0.055
C -1.171 -8.837 -0.671
O -0.607 -7.441 1.163
H -0.597 -7.396 -2.984
H 0.894 -7.392 -3.935
H 0.465 -5.997 -2.930
H 1.247 -8.771 -1.865
H 2.247 -7.336 -1.849
H -2.032 -8.333 -1.107
H -1.520 -9.564 0.057
H -0.640 -9.377 -1.451
```

These are the Löwdin partial charges, in e, on atoms 1 to 99: number 1, C, carries -0.0672; number 2, C, carries -0.2671; number 3, O, carries -0.1606; number 4, C, carries -0.2015; number 5, C, carries -0.1954; number 6, O, carries -0.1303; number 7, C, carries -0.1597; number 8, C, carries -0.1783; number 9, O, carries -0.1329; number 10, C, carries -0.1112; number 11, C, carries -0.2819; number 12, C, carries -0.1404; number 13, C, carries -0.1502; number 14, C, carries -0.1675; number 15, C, carries -0.1655; number 16, C, carries -0.2262; number 17, O, carries -0.1870; number 18, C, carries -0.0953; number 19, C, carries -0.0989; number 20, O, carries -0.1402; number 21, C, carries -0.6368; number 22, S, carries 0.9148; number 23, N, carries -0.0499; number 24, C, carries -0.0399; number 25, C, carries -0.5022; number 26, C, carries -0.0096; number 27, O, carries 0.0452; number 28, C, carries -0.2952; number 29, C, carries -0.2114; number 30, C, carries -0.7130; number 31, O, carries 0.0404; number 32, Cl, carries 0.6196; number 33, Si, carries 0.6401; number 34, C, carries -0.1637; number 35, C, carries -0.1480; number 36, C, carries -0.1681; number 37, H, carries 0.0746; number 38, H, carries 0.0658; number 39, H, carries 0.0685; number 40, H, carries 0.1148; number 41, H, carries 0.1094; number 42, H, carries 0.1331; number 43, H, carries 0.1293; number 44, H, carries 0.1239; number 45, H, carries 0.1259; number 46, H, carries 0.1307; number 47, H, carries 0.1162; number 48, H, carries 0.1008; number 49, H, carries 0.1203; number 50, H, carries 0.1050; number 51, H, carries 0.1246; number 52, H, carries 0.1072; number 53, H, carries 0.0970; number 54, H, carries 0.0991; number 55, H, carries 0.1047; number 56, H, carries 0.0936; number 57, H, carries 0.0994; number 58, H, carries 0.1092; number 59, H, carries 0.1107; number 60, H, carries 0.1110; number 61, H, carries 0.1209; number 62, H, carries 0.0688; number 63, H, carries 0.0667; number 64, H, carries 0.0869; number 65, H, carries 0.1104; number 66, H, carries 0.1179; number 67, H, carries -0.0798; number 68, H, carries 0.0977; number 69, H, carries 0.0754; number 70, H, carries 0.0775; number 71, H, carries 0.0860; number 72, H, carries 0.0716; number 73, H, carries 0.0871; number 74, H, carries 0.1047; number 75, H, carries 0.0639; number 76, H, carries 0.0172; number 77, H, carries 0.0358; number 78, H, carries 0.0119; number 79, H, carries 0.0322; number 80, H, carries 0.0083; number 81, H, carries 0.0190; number 82, H, carries -0.0113; number 83, H, carries 0.0280; number 84, H, carries 0.0289; number 85, C, carries -0.0592; number 86, C, carries -0.2419; number 87, O, carries 0.0067; number 88, C, carries -0.5230; number 89, C, carries 0.0248; number 90, O, carries 0.0858; number 91, H, carries 0.0686; number 92, H, carries 0.0809; number 93, H, carries 0.0802; number 94, H, carries 0.0755; number 95, H, carries 0.1255; number 96, H, carries 0.0922; number 97, H, carries 0.0881; number 98, H, carries 0.0739; number 99, C, carries -0.0589

Entry 2:
Entry from the Open Molecules 2025 dataset: 13 unconnected molecules or ions with the total composition C33H65F2N5O35S6 at a distorted geometry (ωB97M-V/def2-TZVPD).

Computed properties:
HOMO energy, hartree: -0.3083
Kohn-Sham gap, eV: 8.13
Lowest unoccupied orbital energy, eV: -0.262
Total charge: 0

Geometry as XYZ:
```
146
C33H65F2N5O35S6, DFT ωB97M-V/def2-TZVPD
C -0.324 -5.419 3.640
C 0.120 -5.691 2.280
O 1.303 -5.978 2.142
N -0.751 -5.785 1.266
C -0.629 -6.011 -0.072
H -1.260 -5.961 3.772
H -0.585 -4.363 3.714
H 0.050 -5.802 4.590
H -1.683 -5.726 1.651
H -1.106 -5.093 -0.417
H -1.311 -6.845 -0.239
H 0.342 -6.284 -0.486
C 1.166 1.019 0.002
C 0.140 -0.125 -0.182
O -1.048 0.190 -0.189
N 0.620 -1.375 -0.426
C -0.263 -2.512 -0.618
H 1.173 1.169 1.082
H 0.836 1.952 -0.455
H 2.185 0.757 -0.284
H 1.538 -1.570 -0.800
H -0.594 -2.897 0.347
H 0.196 -3.341 -1.156
H -1.139 -2.424 -1.261
C -3.385 -2.810 2.451
C -3.592 -4.155 3.133
O -3.371 -5.163 2.563
N -3.767 -4.164 4.420
C -4.096 -5.222 5.303
H -4.232 -2.737 1.770
H -2.446 -2.889 1.904
H -3.533 -1.903 3.037
H -3.337 -3.327 4.785
H -4.426 -6.049 4.674
H -4.748 -4.939 6.129
H -3.113 -5.498 5.685
C -1.424 3.877 1.384
C -2.672 4.263 0.614
O -3.149 3.469 -0.194
N -3.142 5.494 0.900
C -4.283 6.066 0.237
H -1.503 2.823 1.650
H -1.413 4.365 2.359
H -0.580 4.016 0.709
H -2.635 6.162 1.463
H -4.747 5.488 -0.562
H -3.910 6.993 -0.198
H -4.981 6.273 1.048
C -7.372 2.255 -0.148
C -6.670 1.446 0.792
O -7.279 0.741 1.721
N -5.329 1.533 0.767
C -4.446 0.670 1.604
H -7.504 3.302 0.123
H -8.356 1.788 -0.194
H -6.840 2.275 -1.099
H -4.886 2.123 0.077
H -3.641 0.170 1.065
H -4.971 -0.177 2.047
H -3.990 1.414 2.257
C 2.840 4.850 2.316
C 2.424 5.311 3.624
O 1.880 4.070 4.083
C 1.474 3.373 3.015
O 0.747 2.388 3.122
O 1.954 3.933 1.849
F 1.380 6.138 3.687
H 3.897 4.595 2.390
H 2.771 5.652 1.580
H 3.327 5.713 4.083
C 5.524 -1.445 2.515
C 4.335 -0.397 2.584
O 4.038 -0.445 3.943
C 5.246 -0.528 4.519
O 5.529 -0.205 5.606
O 6.115 -1.169 3.738
F 3.310 -0.828 1.823
H 6.241 -1.487 1.695
H 4.932 -2.359 2.565
H 4.473 0.667 2.394
C -3.149 0.785 -2.213
C -3.104 -0.742 -2.351
O -4.174 -1.113 -3.225
S -5.246 0.093 -3.475
O -6.319 -0.038 -2.388
O -5.623 0.167 -4.886
O -4.180 1.240 -3.016
H -2.187 1.269 -2.382
H -3.511 1.092 -1.232
H -3.208 -1.230 -1.382
H -2.205 -1.056 -2.883
C 4.694 4.439 -1.814
C 6.197 4.026 -1.832
O 6.340 2.995 -0.952
S 4.846 2.404 -0.291
O 4.968 2.421 1.193
O 4.274 1.295 -0.956
O 4.091 3.824 -0.730
H 4.174 4.349 -2.768
H 4.725 5.497 -1.554
H 6.973 4.734 -1.541
H 6.707 3.684 -2.732
C 3.352 -1.340 -5.099
C 2.087 -0.860 -4.397
O 2.140 0.556 -4.362
S 3.584 1.102 -4.803
O 4.221 2.009 -3.808
O 3.565 1.353 -6.204
O 4.217 -0.371 -4.625
H 3.198 -1.220 -6.172
H 3.602 -2.367 -4.833
H 2.169 -1.272 -3.391
H 1.179 -1.199 -4.896
C 0.148 -0.034 5.158
C -0.309 -0.647 3.854
O -1.407 -1.465 4.121
S -1.749 -1.616 5.693
O -1.847 -3.029 6.167
O -2.898 -0.700 5.988
O -0.233 -0.955 6.102
H -0.455 0.804 5.507
H 1.233 -0.032 5.055
H 0.553 -1.189 3.467
H -0.475 0.031 3.017
C 2.799 -6.040 -5.432
C 1.977 -6.901 -4.481
O 1.864 -6.075 -3.385
S 1.281 -4.567 -3.862
O 1.719 -3.483 -2.959
O -0.121 -4.732 -4.274
O 2.291 -4.690 -5.188
H 2.763 -6.341 -6.479
H 3.823 -5.976 -5.063
H 2.521 -7.796 -4.181
H 1.040 -7.325 -4.842
C 2.000 4.352 -5.677
C 1.719 5.524 -4.756
O 0.765 5.093 -3.756
S 0.578 3.500 -3.711
O -0.807 3.074 -3.499
O 1.519 2.893 -2.766
O 0.941 3.378 -5.412
H 2.962 3.895 -5.450
H 1.847 4.618 -6.723
H 1.333 6.350 -5.354
H 2.581 5.872 -4.187
```

These are the Löwdin partial charges, in e, on atoms 1 to 99: number 1, C, carries -0.0041; number 2, C, carries -0.5639; number 3, O, carries 0.0169; number 4, N, carries -0.0124; number 5, C, carries -0.0858; number 6, H, carries 0.0747; number 7, H, carries 0.0790; number 8, H, carries 0.0996; number 9, H, carries 0.0986; number 10, H, carries 0.0774; number 11, H, carries 0.0987; number 12, H, carries 0.0977; number 13, C, carries 0.0219; number 14, C, carries -0.4889; number 15, O, carries 0.0381; number 16, N, carries 0.0472; number 17, C, carries -0.0770; number 18, H, carries 0.0572; number 19, H, carries 0.0731; number 20, H, carries 0.0456; number 21, H, carries 0.1262; number 22, H, carries 0.0720; number 23, H, carries 0.0493; number 24, H, carries 0.0721; number 25, C, carries 0.0207; number 26, C, carries -0.6094; number 27, O, carries 0.0487; number 28, N, carries -0.0009; number 29, C, carries -0.0489; number 30, H, carries 0.0931; number 31, H, carries 0.0753; number 32, H, carries 0.0651; number 33, H, carries 0.0779; number 34, H, carries 0.0956; number 35, H, carries 0.0930; number 36, H, carries 0.0805; number 37, C, carries 0.0049; number 38, C, carries -0.5249; number 39, O, carries 0.0318; number 40, N, carries 0.0002; number 41, C, carries -0.0682; number 42, H, carries 0.0767; number 43, H, carries 0.0831; number 44, H, carries 0.0883; number 45, H, carries 0.1393; number 46, H, carries 0.0890; number 47, H, carries 0.0818; number 48, H, carries 0.0858; number 49, C, carries -0.0259; number 50, C, carries -0.5256; number 51, O, carries -0.0582; number 52, N, carries 0.0292; number 53, C, carries -0.0339; number 54, H, carries 0.0917; number 55, H, carries 0.0995; number 56, H, carries 0.0751; number 57, H, carries 0.0874; number 58, H, carries 0.0581; number 59, H, carries 0.0718; number 60, H, carries 0.0827; number 61, C, carries -0.1754; number 62, C, carries -0.3099; number 63, O, carries 0.1571; number 64, C, carries -0.4806; number 65, O, carries 0.1238; number 66, O, carries 0.0915; number 67, F, carries 0.1097; number 68, H, carries 0.1419; number 69, H, carries 0.1584; number 70, H, carries 0.1795; number 71, C, carries -0.0353; number 72, C, carries -0.3110; number 73, O, carries 0.1396; number 74, C, carries -0.6014; number 75, O, carries 0.2074; number 76, O, carries 0.0822; number 77, F, carries 0.0713; number 78, H, carries 0.1436; number 79, H, carries 0.1410; number 80, H, carries 0.1370; number 81, C, carries -0.2079; number 82, C, carries -0.1581; number 83, O, carries -0.2096; number 84, S, carries 0.7700; number 85, O, carries -0.2920; number 86, O, carries -0.2480; number 87, O, carries -0.1981; number 88, H, carries 0.1126; number 89, H, carries 0.0887; number 90, H, carries 0.1186; number 91, H, carries 0.1217; number 92, C, carries -0.1890; number 93, C, carries -0.2172; number 94, O, carries -0.1905; number 95, S, carries 0.7908; number 96, O, carries -0.2684; number 97, O, carries -0.2122; number 98, O, carries -0.1931; number 99, H, carries 0.1033

The lowest Kohn-Sham gap belongs to which entry?
C33H65F2N5O35S6